ORCA calculation (ωB97M-V/def2-TZVPD) on 9 unconnected molecules or ions with the total composition C36H99N9O9.

Last column: Löwdin charge in e.
Atoms and positions in Å:
H 6.207969 1.516430 -0.823308  0.08
H -1.581832 -3.089070 -1.058901  0.07
H 0.834761 2.977240 -0.293621  0.09
H 0.686216 2.115086 1.244076  0.07
C -3.231830 -10.393380 0.166322  -0.10
H -0.738607 2.796548 0.427497  0.08
H 4.644898 4.313449 3.328661  0.13
H 5.648471 2.579047 0.605600  0.06
H -2.983648 1.024422 4.526487  0.06
H -0.512962 7.594977 3.986826  0.11
C 3.767502 1.383440 -2.046745  -0.20
C -1.977065 -0.082440 -4.578799  -0.09
C 5.413045 -1.354318 -3.565352  -0.06
H 3.752915 2.269516 2.972946  0.08
H 1.918627 6.273921 1.941043  0.05
H -1.731015 -0.989485 -4.014348  0.09
H 5.735942 3.141604 -1.063232  0.08
C 1.461922 0.590093 -3.844846  -0.12
H 2.396968 -7.954182 0.174329  0.14
H -0.030506 -8.333317 -1.386205  0.06
H -6.127339 1.443885 -1.091695  0.07
N 2.785796 2.511221 2.787095  0.04
H -2.242957 7.914961 3.733316  0.13
H -0.057863 6.379381 2.236594  0.05
C 3.863304 4.735570 2.690948  -0.20
H -5.135358 2.965042 1.486597  0.06
H 4.776593 -1.420163 -2.681201  0.06
C -0.903876 5.694325 2.242585  -0.04
H 1.087923 -6.497839 -2.151804  0.13
H 6.107938 -2.187571 -3.545909  0.08
C 3.361713 3.481591 -3.138889  -0.10
H -1.572045 8.225222 7.264369  0.09
C -4.841430 2.720175 -3.007056  -0.06
C 2.567516 3.942351 2.948654  -0.43
H 2.812849 4.074564 5.043912  0.09
C 2.895314 6.761693 1.948107  -0.10
H -2.203788 -10.569855 -0.165635  0.09
C -4.207579 1.724227 2.802039  -0.43
N -2.918108 5.239574 3.485783  0.03
H 4.886792 -1.578061 -6.816374  0.06
N 0.593272 -1.649336 -1.050475  0.07
H 0.923997 0.893764 -4.750495  0.09
O 2.971704 -5.916299 -1.495415  -0.18
O 2.441101 -0.419172 -3.935181  -0.18
H 1.879733 1.512724 -3.472080  0.03
H -1.644175 -4.981439 0.540354  0.06
H -1.273311 -8.170361 2.210005  0.09
C -3.325501 0.689366 -2.804370  -0.22
H 0.118291 -8.254683 0.198659  0.02
H -5.875931 3.039099 -2.849481  0.07
H 1.838298 4.304267 2.216606  0.10
H 2.657900 7.766650 2.296882  0.09
H -4.498713 1.851883 4.910718  0.08
H -1.017527 -0.905112 -2.004289  0.09
H -0.641164 -6.771843 1.936346  0.09
H -5.186748 0.158584 -0.858694  0.07
H -1.484061 -6.049968 -0.789654  0.07
H -0.460438 8.808769 6.024429  0.09
C -3.658091 -1.259950 2.618693  -0.11
H -2.029712 -0.331257 -5.636482  0.09
H -2.739113 -1.744555 -0.794505  0.07
H 2.307577 -8.647752 -2.816829  0.08
C 3.462311 -0.240391 -4.923073  -0.17
H -3.164341 -2.076740 2.097327  0.07
H 3.775854 4.152097 -3.890980  0.09
O -1.682803 7.156472 5.598001  -0.19
H 2.706512 1.150142 -2.156694  0.08
H -1.054968 5.128869 4.312431  0.13
H -3.501378 -11.234152 0.804701  0.09
H -5.423924 0.671126 -3.091388  0.14
H 3.504161 4.050750 -2.209566  0.08
N -5.167342 1.128582 -1.154866  0.04
H 2.987498 -0.420004 -5.895611  0.12
C 2.733636 -8.710934 -1.811405  -0.07
H 1.118754 -5.953842 -0.497290  0.11
C -1.526909 7.219910 4.184360  -0.21
H -4.207114 -1.780397 3.419043  0.09
C 4.066884 1.896441 -0.656823  -0.43
O -3.279393 -9.236169 0.990194  -0.18
C -4.695669 1.280410 -2.534549  -0.44
H 1.714194 5.308171 4.473904  0.08
C 1.890419 -7.943343 -0.793419  -0.44
C -0.838585 0.212548 -0.062175  -0.20
H -1.697171 -2.293924 0.516931  0.06
H -2.943573 -0.601696 3.120498  0.07
C -2.148107 -5.818561 0.044342  -0.07
O -4.519161 -0.506844 1.803738  -0.19
H -4.253973 3.382178 -2.367205  0.08
N 5.421354 -1.347291 -5.985909  0.03
H -0.635303 4.646143 2.136232  0.06
C 5.528326 2.269623 -0.430007  -0.04
C -3.645815 1.840663 4.229326  -0.06
H 5.796370 -0.418036 -6.159263  0.07
H 0.784469 -2.036157 -0.126281  0.07
H -3.035415 2.736021 4.334360  0.05
H -5.605948 0.159065 3.453171  0.12
C -2.425302 -6.994135 0.964117  -0.42
H -2.274785 9.096152 5.883229  0.09
H -2.997619 -6.647729 1.832185  0.14
C -3.213462 -8.050353 0.211810  -0.21
C 1.717138 -6.492430 -1.245857  -0.24
H 2.278878 -4.230017 -2.410814  0.09
O 3.820628 6.134036 2.795546  -0.16
H 5.878454 -0.371555 -3.454726  0.08
O -3.230487 0.404074 -4.170429  -0.16
C 0.214789 2.274871 0.270523  -0.11
H 3.266355 6.810466 0.919302  0.10
H -4.614826 2.791890 -4.067546  0.08
H 3.347728 2.695107 -0.417073  0.11
H -3.417628 5.837133 2.828116  0.08
H -2.755266 -8.263330 -0.761343  0.12
H 2.173887 2.022934 3.426498  0.08
H -1.177784 0.645108 -4.419835  0.06
C -1.744636 -2.135147 -0.566271  -0.06
H -1.880754 0.560382 -0.114843  0.12
O 0.062372 1.161480 -0.582558  -0.19
H 3.451666 1.373739 1.189796  0.01
C -1.469358 8.427688 6.197479  -0.10
H 2.575784 -4.073111 -0.607056  0.08
C 1.990726 4.261867 4.346603  -0.04
H -3.904033 -10.338003 -0.691431  0.09
H -6.056723 0.831291 2.027194  0.12
H -3.103400 -0.123817 -2.096447  0.09
H -1.567396 6.023348 1.441764  0.09
N 0.599116 -8.624275 -0.639488  0.03
H 4.306642 0.469524 -2.198990  0.10
H 2.289827 3.331069 -3.281840  0.08
N -1.140636 -7.511406 1.445781  0.03
N -4.842246 3.002503 2.461089  0.03
H 4.002391 -2.287652 -4.905118  0.14
H -4.198660 -7.652225 -0.058628  0.13
H 1.232576 -0.865431 -1.172032  0.04
H -2.507738 1.350940 -2.460966  0.13
C 2.904404 -4.508440 -1.555041  -0.11
H -3.076628 -5.352675 -0.295187  0.08
H 3.676699 -8.170969 -1.946642  0.07
H -3.476649 5.323220 4.331436  0.09
H 3.851246 -4.007992 -1.771873  0.08
C -0.759742 -1.032952 -0.948901  -0.43
C 4.541883 -1.339898 -4.806445  -0.42
H -4.078121 3.676058 2.453755  0.02
C -1.571078 5.801463 3.624477  -0.41
H 2.977705 -9.730638 -1.527660  0.07
H -0.655174 -0.118831 0.967992  0.13
H -3.335237 1.575340 2.146235  0.13
H 2.740794 0.551016 0.058105  0.05
C -5.132952 0.539168 2.533297  -0.21
H 3.865567 0.763694 -4.775946  0.12
N 3.673043 0.864463 0.336836  0.04
H 0.737821 0.286643 -3.089950  0.07
O 4.088117 2.277501 -3.107040  -0.19
H 4.204906 4.534801 1.660927  0.12
H 1.158775 3.590058 4.557227  0.07

Atoms 1-2, force components in eV/Å:
-0.0134 -0.3646 0.6326
0.1942 0.1763 -0.2754

Results
* relative energy (zero: lowest compared OMol25 entry of this formula, charge and spin): 59.92 kcal/mol
* E_tot: -2600.7389 Ha
* molecular weight: 802.24 g mol⁻¹
* SMILES: COC[C@H](C)N.COC[C@H](C)N.COC[C@H](C)N.COC[C@H](C)N.COC[C@H](C)N.COC[C@H](C)N.COC[C@H](C)N.COC[C@H](C)N.COC[C@H](C)N
* strongest force on any atom: 2.26 eV Å⁻¹
* HOMO level: -0.31382 Eh